{"formula": "C15H9BaCl3NO2Se", "method": "ωB97M-V with the def2-TZVPD basis set", "lumo_ev": 1.7, "total_energy_ev": -124897.02471, "orbital_gap_ev": 5.18, "de_lowest_kj_mol": 74.8, "homo_ev": -3.44, "charge": -1, "symbols": ["Ba", "Se", "Cl", "Cl", "Cl", "O", "O", "N", "C", "C", "C", "C", "C", "C", "C", "C", "C", "C", "C", "C", "C", "C", "C", "H", "H", "H", "H", "H", "H", "H", "H", "H"], "positions_angstrom": [[1.981360, -0.212103, 1.325286], [6.186430, -3.035428, -0.581154], [1.236196, 3.561253, -1.085610], [-5.672083, -0.529868, 3.337099], [-2.073761, 2.477323, 0.642582], [-0.261484, 0.225804, 1.241842], [0.301707, -2.274412, 2.317092], [3.874203, -1.866042, 0.939999], [-1.810112, -1.108624, 2.402552], [-0.869907, -2.206768, 2.648314], [1.032190, 2.047895, -2.008546], [3.104369, 1.081175, -0.967991], [-1.453508, 0.061786, 1.687920], [-0.090877, 1.958466, -2.798220], [0.607967, -0.206252, -3.471204], [-2.469766, 1.033837, 1.506188], [1.727433, -0.096334, -2.679825], [-3.734293, 0.844986, 2.008965], [-3.105554, -1.290764, 2.906666], [-4.054488, -0.316974, 2.709906], [2.017222, 1.044298, -1.866982], [-0.341067, 0.815929, -3.548339], [4.764535, -2.317808, 0.341085], [-3.359067, -2.194102, 3.446957], [3.436496, 2.063667, -0.643199], [3.913172, 0.386233, -1.181876], [-4.486071, 1.608138, 1.855352], [-1.226322, 0.732628, -4.161849], [-0.776571, 2.796649, -2.812875], [-1.315658, -3.059024, 3.196413], [0.471361, -1.114999, -4.047970], [2.445946, -0.910566, -2.658579]], "forces_ev_per_angstrom": [[1.1726, 0.2756, -0.2613], [-0.8948, 0.4484, 0.5673], [-0.0412, -0.3513, -0.1463], [0.0412, 0.0484, -0.0368], [-0.0082, -0.0548, 0.0301], [-1.9559, 0.5065, 0.1026], [0.0396, 0.0505, 0.1197], [0.3539, -0.5199, 0.0687], [-0.1165, -0.6143, 0.3234], [-0.1840, 0.3584, -0.2075], [0.1614, 0.5846, 0.3820], [0.2643, 0.2005, 0.1422], [0.8177, -0.1355, -0.2506], [-0.2233, -0.0182, -0.1146], [-0.1822, -0.0628, -0.1293], [-0.2940, -0.0040, 0.0983], [0.2686, -0.0438, 0.2147], [-0.0448, 0.2474, -0.1258], [-0.1946, 0.2942, -0.0977], [0.1122, -0.3081, 0.1254], [-0.5025, -0.2338, -0.2483], [0.2634, 0.0284, 0.1532], [1.1664, -0.6128, -0.6588], [0.0285, -0.0293, 0.0040], [0.0246, 0.0027, -0.0317], [0.0081, -0.0360, 0.0234], [0.0021, -0.0163, 0.0069], [-0.0142, -0.0052, -0.0248], [-0.0150, -0.0190, -0.0108], [-0.0222, 0.0074, -0.0079], [-0.0153, 0.0116, -0.0043], [-0.0157, 0.0008, -0.0055]]}